# C14H34ClN2O12P4ReS

A structure of composition C14H34ClN2O12P4ReS (the ωB97M-V functional and the def2-TZVPD basis, OMol25).

Geometry as XYZ:
```
69
Properties=species:S:1:pos:R:3:forces:R:3:nbo_charge:R:1
Re -0.070691 -0.538787 0.702819 -0.7 -0.2 -0.6 1.1912
C -4.018419 2.641847 1.027140 0.0 -0.1 0.0 -0.6442
C -3.356859 1.345329 0.553753 0.1 -0.1 -0.1 -0.4779
O -4.274423 0.427465 -0.046713 0.0 0.1 0.1 -0.7359
P -2.765651 0.365131 1.960856 0.2 -0.1 0.0 2.4112
O -3.993451 0.036658 2.888309 0.1 -0.2 -0.2 -0.9589
O -1.870315 1.319205 2.789295 -0.1 0.1 0.2 -0.9920
O -2.006632 -0.917025 1.561966 0.1 0.8 0.4 -1.0628
P -1.952622 1.702912 -0.620236 -0.4 -0.5 -0.2 2.4060
O -2.697553 1.767237 -1.998553 0.0 -0.4 -0.1 -1.0320
O -1.181491 2.880653 -0.210552 0.1 0.0 0.1 -1.1160
O -1.206861 0.299465 -0.629254 0.4 0.4 -0.3 -0.9876
H -4.773046 2.445588 1.787791 0.0 0.0 0.0 0.2314
H -4.499087 3.114453 0.169428 0.0 0.0 0.0 0.2387
H -3.273623 3.329836 1.423523 0.0 0.0 0.0 0.2527
H -4.474634 0.751309 -0.937956 0.1 -0.1 0.0 0.5064
H -4.589002 -0.648050 2.556031 -0.1 0.0 0.0 0.5343
H -1.197080 0.826049 3.331825 0.1 0.0 -0.1 0.5502
H -2.399429 1.070331 -2.673053 -0.3 0.3 0.4 0.5599
C -0.848792 -3.920935 0.946888 0.0 0.0 0.1 -0.9637
P -0.574103 -2.665045 -0.328532 -0.1 0.1 -0.1 1.1908
C -2.076051 -2.660500 -1.322120 0.0 0.0 0.1 -0.9723
C 0.767006 -3.331237 -1.368663 0.1 -0.2 0.0 -0.7168
C 2.094340 -2.598722 -1.179148 -0.1 -0.1 -0.2 -0.7180
P 1.953338 -0.857093 -0.652297 0.3 0.0 0.7 1.2102
C 2.551405 0.368548 -1.841991 -0.3 0.1 -0.2 -0.9643
C 3.334758 -0.790214 0.549699 0.0 0.0 0.0 -0.9568
H -1.160801 -4.859274 0.486289 0.0 0.0 0.0 0.2481
H -1.624085 -3.578862 1.632929 0.0 0.0 0.0 0.2589
H 0.071223 -4.077618 1.511008 0.0 0.0 0.0 0.2465
H -2.229510 -3.646661 -1.763374 0.0 0.0 0.0 0.2439
H -1.993713 -1.903737 -2.103804 -0.1 -0.1 0.1 0.3101
H -2.916989 -2.413947 -0.672415 0.0 0.0 0.0 0.2560
H 0.426268 -3.260784 -2.397952 0.0 0.0 0.1 0.2838
H 0.890424 -4.384631 -1.111835 0.0 0.0 0.0 0.2444
H 2.696419 -2.634943 -2.088351 0.0 0.0 0.0 0.2624
H 2.672814 -3.068984 -0.382149 0.0 0.0 0.0 0.2435
H 2.829585 -0.145752 -2.760991 0.0 0.0 0.0 0.2644
H 3.419633 0.867492 -1.414985 0.0 0.0 0.0 0.2359
H 1.767070 1.083636 -2.094024 0.0 -0.1 0.0 0.3023
H 4.255719 -1.042874 0.018606 0.0 0.0 0.0 0.2418
H 3.187643 -1.479343 1.376267 0.0 0.0 0.0 0.2571
H 3.433352 0.215801 0.959176 0.0 0.0 0.0 0.2359
C 3.070013 3.755036 1.742227 -0.2 0.0 -0.1 -0.3952
N 1.923904 3.380365 0.897624 0.1 0.1 0.1 -0.4253
C 1.550440 4.253035 -0.237385 0.1 -0.1 0.1 -0.4094
C 1.308822 2.273242 1.116330 -0.1 0.0 -0.1 0.7100
N 0.751587 1.270291 1.314442 0.1 0.2 -0.1 -0.5710
H 2.926684 4.777247 2.086278 0.0 0.0 0.0 0.2260
H 3.989176 3.690887 1.161399 0.0 0.0 0.0 0.2142
H 3.125790 3.089967 2.600099 0.0 0.0 0.0 0.2272
H 1.352521 5.248333 0.154435 0.0 0.0 0.0 0.2187
H 0.656984 3.857326 -0.711846 0.0 0.0 0.0 0.2818
H 2.382521 4.286112 -0.939112 0.0 0.0 0.0 0.2074
Cl 3.288407 -0.773711 4.252255 -0.1 0.0 0.0 -0.0312
C 1.768807 -1.714113 4.372706 0.1 0.0 0.0 -0.4609
C 0.767220 -1.071990 3.445858 0.3 0.0 -0.1 0.8058
O -0.033586 -0.263266 3.867405 -0.2 0.0 0.0 -0.6319
O 0.887509 -1.457217 2.185529 -0.3 -0.3 0.5 -0.7132
H 1.420498 -1.661285 5.397491 0.0 0.0 0.0 0.2495
H 1.993283 -2.733734 4.076622 0.0 0.0 0.0 0.2382
C 0.137675 -0.327467 -5.156807 0.0 0.0 -0.2 -0.9004
S -0.475073 -0.080344 -3.514135 0.1 0.1 0.7 2.4215
O -0.175503 1.289779 -3.124138 0.2 0.0 -0.3 -1.0204
O -1.918205 -0.352035 -3.541654 -0.1 0.4 -0.1 -1.0230
O 0.213677 -1.054309 -2.644739 0.3 -0.1 -0.5 -1.0929
H -0.711385 -0.412290 -5.830805 0.0 0.0 0.0 0.2605
H 0.729283 -1.238547 -5.181367 0.0 0.0 0.0 0.2418
H 0.742869 0.534758 -5.423361 0.0 0.0 0.0 0.2531
```
Forces are in eV/Å.

calculated total energy = -105265.069 eV
max |F| = 0.917 eV Å⁻¹
orbital gap (alpha / beta) = 6.76 / 6.73 eV
total charge = +1
2S+1 = 2
energy relative to the best compared isomer or geometry (same formula, charge and spin) = 2.2354 eV

=====

# C14H34ClNO5

A cluster of 3 separate species, C14H34ClNO5 in total (the ωB97M-V functional and the def2-TZVPD basis, OMol25).

Geometry as XYZ:
```
55
Properties=species:S:1:pos:R:3:forces:R:3:nbo_charge:R:1
C -1.608776 -2.257913 -0.254439 -0.1 -0.1 -0.1 -0.2451
O -1.104100 -1.530600 -1.348831 0.3 0.0 0.0 -0.5379
C -1.125653 -0.140921 -1.139856 -0.1 -0.2 -0.1 -0.0570
C -0.043344 0.542079 -1.956360 0.1 0.0 0.1 -0.0683
N -0.183293 0.223510 -3.372307 -0.2 -0.1 0.1 -0.8333
C -0.061042 2.044437 -1.631864 0.2 0.1 0.0 -0.4163
C 0.998092 2.453226 -0.607122 -0.2 0.2 -0.1 -0.4133
C 0.748997 3.839130 -0.022120 0.2 -0.4 -0.4 -0.3642
Cl -0.476267 3.756543 1.267309 -0.2 0.1 0.2 -0.0803
H -1.043229 -2.050412 0.660035 0.0 0.1 0.1 0.1550
H -2.668762 -2.053640 -0.085546 -0.1 0.1 0.1 0.1736
H -1.511006 -3.314007 -0.493562 0.0 0.0 0.0 0.1929
H -0.964364 0.067384 -0.075142 0.0 0.2 0.0 0.1644
H -2.099252 0.271222 -1.434185 -0.1 0.0 0.1 0.1621
H 0.911122 0.136874 -1.610660 0.1 -0.1 -0.1 0.1845
H -0.639107 0.962838 -3.883930 0.0 0.1 -0.1 0.3534
H 0.696704 0.006989 -3.808049 0.1 0.1 -0.1 0.3651
H 0.122747 2.600346 -2.554111 0.0 0.1 0.0 0.2024
H -1.045850 2.350366 -1.267691 -0.1 -0.1 0.0 0.2080
H 1.031001 1.726646 0.205088 0.1 0.0 0.1 0.2114
H 1.973610 2.468025 -1.100620 0.1 -0.1 0.1 0.2075
H 0.361413 4.493271 -0.799877 0.0 0.2 0.1 0.2086
H 1.657981 4.257726 0.399581 -0.1 0.1 0.1 0.2237
C -4.439233 -3.768149 -2.402648 0.0 0.0 0.0 -0.2568
O -4.349013 -3.954323 -1.001143 0.0 -0.1 0.0 -0.5566
C -5.572754 -4.317435 -0.388004 0.0 0.1 0.0 -0.0868
C -5.655105 -5.802098 -0.111886 0.0 -0.1 0.0 -0.0875
O -5.655654 -6.570120 -1.301496 0.0 0.0 -0.1 -0.5505
C -4.391235 -7.112652 -1.632624 0.0 0.0 0.0 -0.2537
H -3.422829 -3.730897 -2.790705 0.0 0.0 0.0 0.1976
H -4.979001 -4.587416 -2.882637 0.0 0.0 0.0 0.1785
H -4.937797 -2.821524 -2.637493 0.0 0.0 0.0 0.1686
H -6.418928 -4.007320 -1.009670 0.0 0.0 0.0 0.1739
H -5.638489 -3.779609 0.563071 0.0 0.0 0.0 0.1829
H -6.591300 -6.010817 0.414667 0.0 0.0 0.0 0.1844
H -4.827111 -6.105148 0.537635 0.0 0.0 0.0 0.1713
H -4.139702 -7.947881 -0.969663 0.0 0.0 0.0 0.1662
H -3.601783 -6.360080 -1.575076 0.0 0.0 0.0 0.1792
H -4.454728 -7.482687 -2.654306 0.0 0.0 0.0 0.1907
C 3.849646 2.941878 2.008245 -0.1 0.0 -0.1 -0.2584
O 4.019910 4.332174 2.210016 0.1 0.0 -0.1 -0.5554
C 4.332022 4.682171 3.547645 -0.1 0.0 0.0 -0.0878
C 5.811710 4.922580 3.745360 0.1 0.0 0.0 -0.0881
O 6.578872 3.751022 3.532820 -0.1 -0.1 0.0 -0.5506
C 7.186092 3.688541 2.256387 0.0 0.0 0.0 -0.2537
H 3.855436 2.769801 0.932148 0.0 0.0 0.0 0.1849
H 4.657294 2.362047 2.459842 0.0 0.0 0.0 0.1839
H 2.887566 2.606345 2.412105 0.0 0.0 0.0 0.1718
H 3.986939 3.903251 4.235087 0.0 0.0 0.0 0.1746
H 3.790131 5.602872 3.782365 0.0 0.0 0.0 0.1867
H 5.979751 5.243135 4.777828 0.0 0.0 0.0 0.1858
H 6.150266 5.725780 3.082657 0.0 0.0 0.0 0.1723
H 8.033794 4.379589 2.193337 0.0 0.0 0.0 0.1676
H 6.475857 3.921583 1.459806 0.0 0.0 0.0 0.1773
H 7.551761 2.672267 2.120590 0.0 0.0 0.0 0.1907
```
Forces are in eV/Å.

SMILES = COC[C@@H](N)CCCCl.COCCOC.COCCOC
calculated total energy = -39316.444 eV
max |F| = 0.609 eV Å⁻¹
orbital gap = 9.82 eV

=====

# C14H34FN2O12P3

A cluster of 3 separate species, C14H34FN2O12P3 in total at a distorted geometry (the ωB97M-V functional and the def2-TZVPD basis, OMol25).

Geometry as XYZ:
```
66
Properties=species:S:1:pos:R:3:forces:R:3:nbo_charge:R:1
O -1.569412 2.614347 -1.190824 -0.5 -0.3 -0.2 -0.2891
N -2.163431 1.915978 -0.443923 0.3 1.0 -0.1 0.3827
O -1.342830 1.478521 0.579373 -0.4 -1.0 0.1 -0.6821
P 0.054912 0.554603 0.029875 0.7 0.6 0.2 0.8399
C 1.640950 -0.449851 -0.366006 -0.3 -0.4 -1.2 0.3979
O 2.412122 -0.645481 0.499681 0.8 -0.4 1.6 -0.5084
N 1.964324 -1.045364 -1.678811 -1.8 -0.2 -1.0 -0.7403
C 1.648627 -0.198057 -2.760739 0.0 -1.2 0.3 0.9430
O 2.321616 0.714806 -2.999889 1.2 2.5 -0.5 -0.5163
F 0.588309 -0.438810 -3.569290 0.0 -1.0 0.7 -0.3311
H -0.624684 0.076793 -1.116655 0.0 0.2 0.3 0.0040
H 0.821401 1.744683 -0.095781 -0.2 -0.5 0.0 0.0466
H 0.014601 -0.115948 1.282449 0.0 0.4 -0.4 0.0513
H 1.565423 -1.979876 -1.779584 0.0 0.2 0.2 0.4044
C 7.014696 -1.345409 0.747886 -0.1 0.1 0.0 -0.6341
C 8.036639 -0.814430 1.740823 0.1 -0.2 -0.4 -0.0703
O 7.403124 -0.153361 2.833191 -0.4 -0.7 0.1 -0.8136
P 6.747065 -1.075592 4.037885 2.6 7.6 1.1 2.4388
O 7.972385 -1.844269 4.464722 -2.7 -2.9 -1.0 -0.9431
O 6.728891 -0.002821 5.296686 -0.6 -0.7 0.0 -0.8341
C 7.214352 -0.385572 6.584010 0.4 0.1 0.1 -0.0572
C 8.603521 0.179116 6.809558 0.1 0.2 0.0 -0.6302
O 5.197314 -0.620756 3.653945 0.7 -3.7 0.1 -0.8139
C 4.826874 0.758324 3.524004 -0.3 0.9 -0.4 -0.0449
C 4.649007 1.143659 2.069097 0.3 -0.2 -0.3 -0.6422
H 6.280549 -1.990001 1.239112 0.1 -0.1 0.0 0.2027
H 7.507480 -1.914377 -0.042638 0.0 0.0 0.1 0.2147
H 6.462763 -0.527250 0.283541 0.0 0.0 0.0 0.2139
H 8.671850 -1.628505 2.096336 0.0 0.1 0.2 0.1897
H 8.681175 -0.085033 1.248300 0.0 0.1 0.2 0.1849
H 7.205224 -1.469455 6.700910 0.1 0.0 -0.1 0.1846
H 6.527698 0.024965 7.327891 -0.1 0.0 -0.1 0.1746
H 9.276312 -0.067065 5.987301 -0.1 -0.2 0.0 0.2213
H 9.033596 -0.201432 7.737853 0.0 0.0 0.0 0.2086
H 8.564424 1.269091 6.865281 0.0 0.0 0.1 0.2048
H 5.532270 1.432116 4.004240 0.1 -0.3 0.1 0.2058
H 3.871675 0.865769 4.042750 0.1 -0.3 0.1 0.1825
H 5.615509 1.287346 1.585194 0.0 0.0 0.1 0.2134
H 4.104013 2.087193 1.987578 -0.1 0.0 0.1 0.2088
H 4.117102 0.370715 1.514590 -0.1 0.1 0.2 0.2331
C -7.338146 -3.062144 -2.645138 -0.1 0.0 0.0 -0.6333
C -6.919071 -2.220517 -3.840193 0.0 -0.4 0.0 -0.0705
O -7.183359 -0.838141 -3.619224 0.4 -0.3 0.6 -0.8130
P -6.132579 0.026933 -2.672982 -5.0 3.5 -6.2 2.4178
O -4.883911 -0.192981 -3.495596 1.2 -1.5 3.8 -0.9230
O -6.415849 1.569939 -3.196856 0.4 0.0 0.9 -0.8316
C -5.328135 2.440356 -3.518437 0.1 0.1 -0.5 -0.0588
C -5.149840 2.522982 -5.022023 -0.1 0.0 -0.2 -0.6307
O -7.308196 0.253927 -1.514626 3.2 -1.5 1.4 -0.8145
C -8.600970 0.779688 -1.843249 -0.9 0.1 -0.1 -0.0456
C -9.657570 -0.306835 -1.824148 0.1 -0.3 -0.2 -0.6323
H -6.871166 -2.704162 -1.723298 0.1 -0.1 0.0 0.2002
H -7.061153 -4.107198 -2.795422 0.0 0.0 0.0 0.2150
H -8.417713 -3.015155 -2.496927 0.0 0.0 0.0 0.2116
H -5.861725 -2.382532 -4.060005 0.0 0.2 0.0 0.1887
H -7.488413 -2.524496 -4.719734 0.0 0.2 0.0 0.1854
H -4.408928 2.117767 -3.028923 0.0 -0.1 -0.1 0.1848
H -5.573132 3.429084 -3.124472 -0.1 -0.1 0.1 0.1769
H -5.077934 1.532969 -5.474046 0.1 0.0 0.2 0.2202
H -4.252399 3.089009 -5.277829 0.0 0.0 0.0 0.2109
H -6.012360 3.012784 -5.479060 0.0 0.1 0.0 0.2049
H -8.615392 1.295912 -2.799684 0.3 -0.1 0.0 0.2076
H -8.832489 1.517575 -1.072200 0.3 0.0 0.1 0.1853
H -9.602210 -0.917817 -2.725081 0.0 0.0 0.0 0.2152
H -10.655821 0.134581 -1.792768 0.1 0.1 0.1 0.2153
H -9.528975 -0.970841 -0.968003 -0.1 0.1 0.1 0.2120
```
Forces are in eV/Å.

SMILES = O=NO[PH3]C(=O)NC(=O)F.CCOP(=O)(OCC)OCC.CCOP(=O)(OCC)OCC
calculated total energy = -73198.234 eV
max |F| = 8.702 eV Å⁻¹
orbital gap = 8.68 eV